# 1
Entry from OMol25: C17H31F5FeP2 as an isolated structure in a non-equilibrium geometry (ωB97M-V/def2-TZVPD).

Properties
- ΔE to the lowest compared entry with this formula, charge and spin (kJ/mol) = 6.13
- highest occupied orbital energy (alpha / beta) (Eh) = -0.236 / -0.327
- multiplicity = 5
- LUMO level (alpha / beta) (eV) = 0.5 / -0.7
- largest force on an atom (eV/Å) = 7.65

XYZ file:
```
56
Properties=species:S:1:pos:R:3:forces:R:3
P 1.442128 -1.128591 -4.047807 -1.193 -2.991 -4.529
P 2.113415 1.738112 -3.888366 0.751 3.385 -4.296
C 1.495295 -0.255797 -5.726508 0.168 -0.292 0.287
C 2.358396 0.983772 -5.599753 0.248 0.937 -0.024
H 0.493015 0.042496 -6.048750 -0.099 -0.203 0.315
H 1.853756 -0.977472 -6.471154 0.053 0.210 0.041
H 3.427102 0.783165 -5.734727 -0.128 -0.071 0.038
H 2.064706 1.769604 -6.319790 0.278 -0.410 0.063
C 0.683615 2.854874 -4.350142 -0.043 0.022 0.595
H 0.278748 3.281139 -3.420527 0.072 -0.016 -0.320
H -0.128535 2.287188 -4.835536 0.636 0.054 0.238
H 0.968223 3.671208 -5.035819 0.171 -0.381 0.315
C 3.578914 2.822648 -3.714368 0.039 0.213 -0.098
H 3.995110 3.024197 -4.707038 0.071 0.023 0.192
H 4.299540 2.294118 -3.079789 -0.061 0.117 -0.262
H 3.359785 3.775150 -3.225236 -0.149 -0.158 -0.010
C -0.000888 -2.140072 -4.393143 -0.467 -0.461 -0.403
H -0.251564 -2.821813 -3.582341 0.138 -0.035 0.011
H 0.208475 -2.721905 -5.306369 -0.340 0.138 0.238
H -0.862899 -1.473121 -4.537635 0.270 -0.314 -0.145
C 2.800450 -2.376253 -4.227575 -0.355 0.539 0.206
H 3.727129 -1.804247 -4.302575 0.047 -0.314 -0.107
H 2.642895 -3.016183 -5.095496 -0.020 0.076 -0.013
H 2.819643 -2.954238 -3.299473 0.078 -0.046 -0.318
Fe 1.851856 0.191158 -2.585733 0.427 -0.417 7.628
C -2.795360 1.314269 -4.419079 0.373 0.042 -0.492
C -3.733598 1.083952 -5.337982 -0.071 0.136 -0.181
C -5.067018 0.467579 -5.026597 -0.493 -0.418 0.056
C -5.076312 -0.780282 -4.059306 -0.980 0.149 -0.557
C -3.896730 -1.712921 -3.901146 0.538 -0.266 -0.117
C -2.810994 -1.554745 -3.126676 -0.890 -0.816 -0.092
C -2.378806 -0.312885 -2.446040 0.030 0.233 0.446
C -2.956520 1.019598 -2.956813 0.563 0.274 0.694
C 3.149984 -1.033404 -1.634627 1.025 0.012 0.098
H -1.836035 1.772399 -4.706929 -0.680 -0.332 0.005
H -3.619425 1.324539 -6.411715 0.386 0.040 0.786
H -5.524106 0.165900 -5.984661 0.192 0.052 0.350
H -5.787753 1.206904 -4.599979 0.602 -0.327 -0.255
H -5.431287 -0.428964 -3.072177 0.279 -0.351 -0.392
H -5.878407 -1.432006 -4.480736 0.331 0.494 0.596
H -4.019793 -2.665811 -4.445420 0.100 0.336 0.624
H -2.234824 -2.447325 -2.823577 -0.202 0.479 -0.700
H -1.277707 -0.241862 -2.476618 -0.160 -0.113 -0.064
H -2.609968 -0.429870 -1.372132 0.097 0.258 -0.196
H -3.993834 1.124050 -2.655432 -0.130 0.020 0.005
H -2.380480 1.763749 -2.379572 -0.387 0.059 -0.259
H 3.642447 -0.361854 -0.910104 -0.051 -0.552 -0.260
H 3.921693 -1.562335 -2.217212 -0.188 0.382 0.338
H 2.572854 -1.802418 -1.091137 0.083 0.352 -0.118
F 1.015992 2.580140 -1.100242 0.505 -0.109 0.570
C 1.845062 1.467641 -0.873692 -0.393 -0.620 -0.289
F 3.151901 1.965668 -0.649845 -1.271 -0.195 0.038
C 1.359901 0.844679 0.465175 0.257 0.788 0.681
F 1.362146 1.777435 1.469514 -0.114 -0.773 -0.523
F 0.074730 0.401737 0.341074 1.058 0.139 0.039
F 2.143538 -0.189988 0.897129 -0.999 1.020 -0.474
```
Positions in Å, forces in eV/Å.

# 2
Entry from OMol25: a 2-piece molecular cluster, C30H27F5N2O6S2 overall in a non-equilibrium geometry (ωB97M-V/def2-TZVPD).

Properties
- highest occupied orbital energy (Eh) = -0.217
- multiplicity = 1
- LUMO level (eV) = -2.5
- largest force on an atom (eV/Å) = 3.36

XYZ file:
```
72
Properties=species:S:1:pos:R:3:forces:R:3
C -0.995599 -0.204467 -5.975261 0.130 0.318 0.017
N -0.974298 -0.389230 -4.536520 -0.076 -0.736 0.234
C -1.434062 -1.541099 -3.944956 -1.040 -0.250 -1.053
O -2.035063 -2.452183 -4.520911 1.112 1.382 1.162
C -1.147302 -1.409777 -2.443135 -0.890 -0.337 -0.349
C -0.352829 -2.624308 -1.939846 0.756 -0.056 0.435
C -1.218083 -3.851434 -1.986348 -0.515 -0.425 -0.156
C -0.973169 -4.901841 -2.874501 0.248 0.032 -0.128
F 0.190090 -4.914151 -3.589586 -1.053 0.029 0.480
C -1.903202 -5.919253 -3.083249 -0.011 -0.088 -0.249
F -1.669819 -6.879099 -4.006677 -0.201 0.666 0.730
C -3.108869 -5.904282 -2.370209 -0.026 -0.266 -0.011
F -4.045978 -6.841252 -2.617048 0.704 0.602 0.252
C -3.335092 -4.926975 -1.395329 -0.314 0.018 -0.085
F -4.478842 -4.931901 -0.678660 0.836 -0.012 -0.539
C -2.396021 -3.911925 -1.234456 -0.068 0.213 0.172
F -2.667763 -2.906869 -0.352717 0.206 -0.791 -0.620
N -0.474838 -0.106490 -2.361601 0.110 0.346 1.662
C -0.227561 0.531607 -1.206344 -0.520 -0.520 -0.872
C 0.741700 1.534533 -1.043823 0.759 1.235 0.444
C 0.731595 2.476300 -0.003186 -0.408 -0.994 -0.645
C 1.786433 3.459400 0.190706 0.938 0.535 -0.198
C 2.195615 3.873289 1.489981 -0.358 -0.391 -0.364
C 3.311565 4.700712 1.656939 -0.231 -0.068 -0.349
C 3.953444 5.250886 0.533082 -0.221 -0.475 0.099
C 3.558321 4.858860 -0.755774 -0.127 -0.053 0.096
C 2.513129 3.950876 -0.926834 0.088 -0.221 0.300
C -0.063590 0.364161 -3.684875 0.958 -0.110 -0.605
C 1.392892 -0.081177 -3.945842 0.045 0.012 -0.190
C -0.228935 1.865791 -3.921102 -0.207 -0.041 0.094
H -1.585342 -1.020170 -6.402029 0.151 0.223 0.040
H -1.444140 0.770162 -6.209245 -0.008 -0.331 -0.062
H 0.026101 -0.208928 -6.383630 -0.289 -0.168 0.024
H -2.114543 -1.404264 -1.910571 0.407 0.323 -0.169
H 0.547630 -2.791762 -2.559878 -0.382 0.135 0.415
H -0.049386 -2.453830 -0.892313 0.036 0.073 -0.380
H -0.818269 0.190337 -0.347465 0.122 0.052 -0.136
H 1.630152 1.508576 -1.716343 -0.962 0.212 0.563
H -0.140184 2.510507 0.669744 0.538 -0.243 -0.057
H 1.646305 3.451072 2.342974 0.326 0.315 -0.144
H 3.692654 4.888631 2.664839 -0.291 0.111 -0.387
H 4.784653 5.949905 0.665656 -0.295 -0.313 -0.068
H 4.086666 5.238316 -1.635483 -0.209 -0.087 0.365
H 2.265062 3.589484 -1.932477 0.026 0.342 0.394
H 1.462003 -1.180490 -4.008096 -0.032 0.443 0.048
H 1.715321 0.352973 -4.900761 0.111 -0.226 0.246
H 2.065762 0.270118 -3.153469 -0.134 -0.107 -0.323
H -1.290256 2.111553 -4.003923 0.097 0.023 0.013
H 0.199693 2.461617 -3.117190 -0.029 -0.072 -0.141
H 0.286235 2.139850 -4.846797 -0.191 -0.064 0.108
C 2.179275 0.168519 1.637611 -1.579 -0.625 1.876
O 1.513782 -0.344808 2.865566 2.878 -1.358 -1.068
C 0.490894 0.244056 3.465606 -2.232 1.999 0.306
S -0.899604 -0.835872 3.848497 2.392 1.675 0.410
O -2.021130 -0.551741 2.973468 -0.093 -0.649 0.365
O -0.400116 -2.187172 4.027190 -0.778 0.042 -0.515
C -1.194350 -0.194177 5.508056 -0.393 -0.140 -0.019
C -0.410241 0.878424 5.912426 -0.209 0.212 0.269
C -0.512313 1.361457 7.220617 -0.159 -0.075 -0.323
C -1.421042 0.771505 8.104055 0.191 0.026 -0.239
C -2.210307 -0.308917 7.692474 0.166 -0.038 -0.349
C -2.093951 -0.804174 6.388820 0.084 0.307 -0.033
S 0.811489 1.491099 4.730072 -0.815 -2.600 -0.646
O 2.106485 1.275748 5.353373 -0.070 0.721 -0.363
O 0.440534 2.818224 4.265486 0.368 -0.025 0.418
H 2.954205 -0.571966 1.441182 0.036 0.218 -0.041
H 1.431578 0.184812 0.842067 0.326 0.082 0.226
H 2.582331 1.158030 1.857726 0.077 -0.100 -0.230
H 0.127559 2.189385 7.520406 -0.172 -0.170 0.057
H -1.491058 1.157144 9.120764 -0.034 -0.154 -0.230
H -2.907035 -0.785883 8.382276 0.203 0.179 -0.141
H -2.686973 -1.656049 6.046806 0.199 0.280 0.157
```
Positions in Å, forces in eV/Å.

# 3
Entry from OMol25: a single C26H30N2O6 molecule (ωB97M-V/def2-TZVPD).

Properties
- ΔE to the lowest compared entry with this formula, charge and spin (kJ/mol) = 183.27
- highest occupied orbital energy (Eh) = -0.311
- multiplicity = 1
- SMILES = COc1ccc(/C(O)=C2/C(=O)C(=O)N(CCCN3CCOCC3)[C@H]2c2ccc(OC)cc2)cc1
- LUMO level (eV) = -0.4
- largest force on an atom (eV/Å) = 0.85

XYZ file:
```
64
Properties=species:S:1:pos:R:3:forces:R:3
C -3.617409 -6.033427 1.001808 -0.027 -0.257 -0.075
O -3.445232 -4.682075 1.361874 0.054 0.350 0.036
C -3.024149 -3.803354 0.422774 0.068 0.268 -0.069
C -2.723733 -4.124404 -0.899656 -0.112 -0.295 0.220
C -2.301788 -3.139311 -1.768397 0.088 0.313 -0.008
C -2.148259 -1.816710 -1.349295 -0.172 -0.350 -0.092
C -1.677343 -0.832183 -2.324874 0.261 0.390 -0.079
O -1.984481 -1.124796 -3.582753 0.049 0.023 -0.011
C -0.910113 0.275111 -2.055387 0.044 -0.024 -0.274
C -0.349049 1.044431 -3.134387 -0.558 -0.618 -0.146
O -0.597083 0.917014 -4.332168 0.192 0.167 0.097
C 0.669303 1.987482 -2.523293 0.498 0.411 -0.034
O 1.380398 2.789743 -3.086314 -0.081 -0.036 -0.233
N 0.664865 1.727483 -1.194635 -0.010 -0.171 -0.115
C 1.508713 2.430604 -0.263745 0.266 0.154 0.216
C 2.521050 1.510381 0.419879 0.038 -0.052 -0.360
C 3.422048 0.809986 -0.610998 -0.162 0.105 0.156
N 4.432272 -0.080036 -0.084003 0.081 -0.077 0.046
C 3.925471 -1.246620 0.611143 0.314 -0.183 0.020
C 5.090190 -2.214514 0.832167 -0.406 -0.100 -0.073
O 6.118964 -1.611683 1.581073 0.021 -0.013 0.167
C 6.590823 -0.453447 0.931672 0.027 0.405 -0.036
C 5.463337 0.557406 0.711737 0.216 -0.289 0.012
C -0.374700 0.807925 -0.754532 -0.266 -0.148 0.192
C -1.389378 1.589683 0.057375 0.035 0.039 0.134
C -2.286215 2.440349 -0.570532 0.167 -0.183 0.170
C -3.176484 3.207073 0.160244 -0.209 0.220 0.114
C -3.173473 3.140816 1.550179 0.175 -0.161 0.021
O -3.998134 3.844266 2.367614 0.213 -0.204 0.108
C -4.940100 4.716726 1.789638 -0.158 0.146 -0.101
C -2.261701 2.295666 2.186622 -0.211 0.188 0.077
C -1.381121 1.535839 1.448444 -0.087 0.077 -0.219
C -2.466152 -1.498993 -0.026898 0.046 -0.061 -0.196
C -2.898015 -2.474479 0.840819 -0.056 -0.254 0.100
H -2.675783 -6.484067 0.673461 -0.040 0.027 0.002
H -3.961347 -6.536100 1.904115 0.026 -0.001 -0.096
H -4.370230 -6.145818 0.215745 0.039 0.010 0.022
H -2.818103 -5.135930 -1.261286 -0.012 -0.096 -0.002
H -2.072639 -3.392472 -2.791847 -0.003 -0.034 -0.071
H -1.570318 -0.441072 -4.182907 0.010 0.000 0.217
H 2.032571 3.191910 -0.848280 -0.099 -0.017 0.097
H 0.885871 2.924910 0.491201 0.042 0.024 -0.127
H 3.128793 2.116405 1.093200 -0.040 -0.003 0.099
H 1.994009 0.764433 1.018122 0.013 -0.013 0.130
H 2.798278 0.220442 -1.289652 0.010 0.085 -0.054
H 3.933853 1.569322 -1.208464 -0.077 0.010 -0.077
H 3.160847 -1.725795 -0.004100 -0.040 -0.028 0.021
H 3.490511 -0.993513 1.594364 -0.033 -0.044 -0.057
H 4.768272 -3.088250 1.401753 -0.008 0.022 -0.081
H 5.478939 -2.534672 -0.145956 -0.058 -0.003 0.067
H 7.367562 -0.037207 1.575358 -0.016 0.012 -0.081
H 7.024542 -0.723565 -0.042475 -0.010 0.055 0.068
H 5.846221 1.424108 0.170266 0.028 0.048 0.027
H 5.088690 0.885150 1.697244 0.041 0.043 -0.045
H 0.059598 0.011820 -0.135196 -0.033 0.064 -0.018
H -2.293198 2.508078 -1.648580 -0.048 0.011 -0.120
H -3.861695 3.852693 -0.364976 -0.089 0.079 -0.014
H -5.645963 4.178290 1.149424 0.035 0.023 0.012
H -4.452908 5.507845 1.211178 -0.018 -0.038 0.009
H -5.478943 5.161660 2.624464 0.010 -0.005 -0.098
H -2.264227 2.256886 3.264162 -0.009 -0.001 0.144
H -0.684482 0.884136 1.956450 0.098 -0.100 0.061
H -2.416355 -0.477880 0.310111 -0.013 0.049 0.070
H -3.155698 -2.233710 1.859899 -0.041 0.042 0.126
```
Positions in Å, forces in eV/Å.

# 4
Entry from OMol25: C2H7N2O5Sn as an isolated structure in a non-equilibrium geometry (ωB97M-V/def2-TZVPD).

Properties
- total charge = +1
- ΔE to the lowest compared entry with this formula, charge and spin (kJ/mol) = 211.95
- highest occupied orbital energy (Eh) = -0.480
- multiplicity = 1
- LUMO level (eV) = -6.5
- largest force on an atom (eV/Å) = 5.84

XYZ file:
```
17
Properties=species:S:1:pos:R:3:forces:R:3
Sn -1.592515 -1.350557 0.125899 -1.445 2.154 -1.340
O -3.646955 0.419353 -1.048421 1.998 -1.598 0.984
H -3.470945 0.785813 -1.936821 0.252 -0.370 0.429
C -1.004975 2.072063 3.693669 -0.175 1.143 -0.767
N -0.062935 1.120263 3.077609 3.311 -0.913 4.729
O -0.354345 0.485333 2.129839 -2.504 -1.548 -4.420
O 0.977965 0.825543 3.663189 -0.846 1.543 0.060
H -1.988265 1.604243 3.644719 0.142 0.200 0.183
H -0.960305 2.938513 3.033849 -0.398 0.007 -0.173
H -0.694395 2.456793 4.665069 0.161 -0.809 -0.043
C 2.029575 -1.165797 -3.460631 1.376 -0.756 0.462
N 1.517975 -2.147437 -2.446151 2.853 -3.146 -2.784
O 1.984795 -3.301197 -2.423641 -0.765 2.683 -0.040
O 0.628965 -1.775517 -1.775571 -3.583 1.334 3.172
H 2.027335 -1.711217 -4.404361 -0.196 0.427 -0.030
H 3.066265 -1.063667 -3.139801 0.142 0.191 -0.329
H 1.542765 -0.192527 -3.398441 -0.323 -0.542 -0.095
```
Positions in Å, forces in eV/Å.